{"formula": "C10H10N2S", "method": "ωB97M-V/def2-TZVPD", "species": ["C", "C", "C", "C", "C", "C", "C", "C", "C", "C", "H", "H", "H", "H", "H", "H", "H", "H", "H", "H", "N", "N", "S"], "positions_angstrom": [[-0.5049, 3.0739, -2.5627], [-0.1724, 2.7225, -1.1498], [-0.1979, 2.1939, -0.0247], [0.0475, 1.6287, 1.2857], [-1.0402, 0.6108, 1.6688], [-1.0468, -0.6046, 0.7393], [-2.0539, -1.5787, 0.2119], [-1.4856, -2.4344, -0.6522], [0.2776, -0.9725, 0.3100], [1.3924, -0.1418, 0.6531], [0.1306, 3.9895, -2.9746], [-0.3914, 2.0275, -3.0444], [-1.6347, 3.4363, -2.7982], [0.1372, 2.2036, 2.2317], [-0.8715, 0.3650, 2.7176], [-2.0954, 1.2262, 1.7145], [-3.1331, -1.3078, 0.4384], [-1.7813, -3.4480, -1.0731], [3.3690, 0.2132, 0.4932], [2.9728, -1.5449, 1.0281], [2.6813, -0.6071, 0.5097], [1.3553, 1.0350, 1.0430], [0.2342, -2.3214, -0.7799]], "mulliken_charge": [-0.974, 0.723, -0.564, -0.042, -0.696, 0.167, -0.768, -0.193, 0.179, 0.545, 0.267, 0.226, 0.248, 0.343, 0.317, 0.280, 0.314, 0.348, 0.289, 0.261, -0.495, -0.661, -0.112], "lumo_energy_ev": 0.516, "smiles": "CC#C[C@H]1Cc2ccsc2C(N)=N1", "mol_weight_g_mol": 190.27, "homo_ha": -0.3026}

{"formula": "H8O4", "method": "ωB97M-V/def2-TZVPD", "species": ["O", "H", "H", "O", "H", "H", "O", "H", "H", "O", "H", "H"], "positions_angstrom": [[0.3464, -0.0491, -0.7690], [0.9439, 0.6397, -0.4779], [-0.2899, -0.1308, -0.0585], [0.6324, -1.0554, -2.2829], [0.6069, -0.3330, -2.9104], [0.5143, -0.6369, -1.4302], [-0.8987, 0.2323, 0.7026], [-1.2100, 1.0101, 0.2397], [-1.6903, -0.1618, 1.0691], [0.6006, 0.3923, 2.1614], [0.4176, -0.5330, 2.3244], [0.0267, 0.6256, 1.4318]], "mulliken_charge": [-0.624, 0.262, 0.372, -0.881, 0.203, 0.485, -0.557, 0.417, 0.326, -0.706, 0.258, 0.445], "lumo_energy_ev": -0.602, "mol_weight_g_mol": 72.06, "homo_ha": -0.2977}

{"formula": "C2H6N2OS2", "method": "ωB97M-V/def2-TZVPD", "species": ["C", "C", "H", "H", "H", "H", "H", "H", "N", "N", "O", "S", "S"], "positions_angstrom": [[-0.8192, -0.8533, 0.7730], [0.4210, -0.2506, 0.1752], [-2.4663, 0.1190, -0.7993], [-1.2253, -0.2191, 1.5845], [-0.6008, -1.8279, 1.1999], [1.3082, 1.3627, -0.7126], [-1.4048, 2.1455, -1.0700], [3.1879, -1.1853, -0.3935], [0.4506, 1.0789, -0.2271], [1.4427, -1.0231, 0.0850], [2.6342, -0.4143, -0.3317], [-2.1872, -1.1634, -0.3812], [-0.7411, 2.2308, 0.0978]], "mulliken_charge": [-0.724, 0.743, 0.087, 0.344, 0.296, 0.293, 0.123, 0.378, -0.308, -0.488, -0.416, -0.166, -0.162], "lumo_energy_ev": 0.563, "smiles": "O/N=C(/CS)NS", "mol_weight_g_mol": 138.22, "homo_ha": -0.3255}

{"formula": "C33H41GdN6O4SSb2", "method": "ωB97M-V/def2-TZVPD", "species": ["Gd", "S", "N", "C", "C", "C", "C", "C", "N", "C", "C", "N", "C", "C", "C", "C", "C", "N", "H", "H", "H", "H", "H", "H", "C", "Sb", "C", "C", "C", "C", "C", "C", "C", "C", "C", "Sb", "C", "C", "H", "H", "H", "H", "H", "H", "H", "H", "H", "H", "H", "H", "H", "H", "H", "H", "H", "H", "H", "H", "C", "N", "C", "C", "C", "C", "C", "C", "C", "C", "H", "H", "H", "H", "H", "H", "H", "H", "H", "H", "H", "H", "O", "H", "H", "O", "N", "O", "O", "H"], "positions_angstrom": [[0.0000, 0.0000, 0.0000], [4.5014, 6.3168, -0.6099], [3.5603, 5.8027, 0.6529], [2.9786, 4.6535, 0.2631], [2.0798, 3.8476, 1.0258], [1.6987, 4.2066, 2.3356], [0.8248, 3.3917, 3.0331], [0.3685, 2.2564, 2.3981], [0.7228, 1.8955, 1.1423], [1.5756, 2.6622, 0.4216], [1.9418, 2.2738, -0.8982], [1.4381, 1.1369, -1.4351], [1.7804, 0.7591, -2.6893], [2.6385, 1.4682, -3.5024], [3.1784, 2.6373, -2.9964], [2.8339, 3.0478, -1.6917], [3.3631, 4.2458, -1.1224], [4.2150, 5.1083, -1.7065], [2.0829, 5.1122, 2.7994], [0.5084, 3.6334, 4.0411], [-0.3196, 1.5753, 2.8918], [1.3232, -0.1669, -3.0279], [2.8787, 1.1197, -4.5001], [3.8601, 3.2275, -3.6046], [-2.0958, -2.3371, 3.1196], [-0.0842, -1.7580, 2.5745], [0.0851, -0.2715, 4.1360], [0.8501, -3.3218, 3.7487], [0.7038, -4.6837, 3.1109], [-0.2125, -5.5868, 3.6833], [-0.3769, -6.8685, 3.1591], [0.3790, -7.2769, 2.0640], [1.3035, -6.4059, 1.4887], [1.4792, -5.1021, 1.9913], [2.5281, -4.2275, 1.3413], [1.6836, -2.6102, 0.1736], [0.9750, -3.9167, -1.3977], [3.5449, -2.1477, -0.8259], [-2.1558, -2.4918, 4.2165], [-2.3610, -3.2801, 2.5992], [-2.8029, -1.5362, 2.8212], [-0.2610, -0.6977, 5.0998], [-0.5375, 0.6089, 3.8758], [1.1456, 0.0403, 4.2301], [0.3078, -3.2826, 4.7172], [1.9166, -3.1079, 3.9668], [-0.8087, -5.2985, 4.5403], [-1.0893, -7.5490, 3.6077], [0.2535, -8.2743, 1.6630], [1.8850, -6.7545, 0.6443], [3.1186, -4.8099, 0.6027], [3.2423, -3.8519, 2.1029], [1.7811, -4.6202, -1.6909], [0.6775, -3.3087, -2.2764], [0.1003, -4.4913, -1.0299], [4.0137, -3.0817, -1.1977], [4.2311, -1.6495, -0.1107], [3.3449, -1.4694, -1.6805], [-2.7191, -1.2093, -3.2220], [-3.4758, -1.8917, -2.1684], [-3.3592, -3.3414, -2.3346], [-2.9995, -1.4992, -0.8285], [-3.3220, -0.0685, -0.4660], [-4.6353, 0.4202, -0.5141], [-4.9124, 1.7385, -0.1480], [-3.8818, 2.5769, 0.2750], [-2.5744, 2.0968, 0.3324], [-2.2991, 0.7806, -0.0332], [-3.0824, -1.5129, -4.2105], [-1.6465, -1.4295, -3.1698], [-2.8521, -0.1236, -3.1697], [-3.7421, -3.6490, -3.3141], [-3.9643, -3.8650, -1.5860], [-2.3229, -3.6872, -2.2448], [-1.9197, -1.6801, -0.7362], [-3.4835, -2.1247, -0.0660], [-5.4426, -0.2290, -0.8469], [-5.9329, 2.1099, -0.1944], [-4.0979, 3.6033, 0.5594], [-1.7657, 2.7422, 0.6615], [-1.2862, -0.5036, -1.7791], [-1.0135, 0.1466, -2.4744], [-2.1970, -0.2178, -1.5156], [-0.2804, -2.6047, -1.6595], [0.5954, -1.9594, -2.2592], [1.1220, -2.4286, -3.2817], [0.9445, -0.8448, -1.8363], [-0.8071, 0.7748, 1.7517]], "mulliken_charge": [-0.051, 0.125, -0.717, 0.789, 0.216, -0.458, -1.286, -0.344, 0.227, -0.118, 0.064, 0.445, -0.642, -1.619, -0.322, 0.020, 0.811, -0.713, 0.498, 0.503, 0.507, 0.794, 0.565, 0.506, -1.395, 0.747, -1.451, -1.308, 0.913, -0.877, -0.658, -0.695, -0.885, 1.112, -1.502, 0.844, -1.413, -1.255, 0.458, 0.371, 0.350, 0.525, 0.601, 0.377, 0.583, 0.480, 0.347, 0.396, 0.394, 0.346, 0.548, 0.493, 0.535, 0.200, 0.177, 0.355, 0.366, 0.208, -0.654, 0.075, -0.923, 0.149, -0.329, -0.738, -0.846, -0.720, -0.893, 1.377, 0.507, 0.092, 0.199, 0.313, 0.348, 0.191, -0.509, 0.885, 0.426, 0.360, 0.432, 0.317, -0.693, 0.454, 0.513, -0.041, 0.676, -0.838, -0.063, -0.151], "lumo_energy_ev": [-1.381, -1.379], "spin_multiplicity": 8, "mol_weight_g_mol": 1018.57, "homo_ha": [-0.2208, -0.2160]}